1.
A single C11H10N2 molecule at a distorted geometry, computed with wB97M-V/def2-TZVPD.

Geometry as ORCA input:
```
! wB97M-V def2-TZVPD RIJCOSX def2/J DEFGRID3
* xyz 0 1
C 1.53 -0.73 -2.36
C 1.65 -0.65 -0.98
N 1.45 -1.19 0.11
C 1.81 0.24 0.27
C 3.20 0.51 0.49
N 4.28 0.71 0.85
C 0.90 1.21 0.89
C -0.55 0.74 0.75
C -1.27 0.88 -0.46
C -2.46 0.15 -0.51
C -2.96 -0.64 0.52
C -2.21 -0.69 1.72
C -0.99 -0.03 1.81
H 1.59 -1.88 -2.56
H 2.40 -0.29 -2.78
H 0.53 -0.45 -2.78
H 0.86 2.15 0.37
H 1.09 1.25 1.93
H -0.83 1.28 -1.32
H -3.02 0.16 -1.44
H -4.04 -0.99 0.36
H -2.58 -1.31 2.52
H -0.38 -0.44 2.58
*
```

The calculation puts the LUMO energy at 0.022 hartree. Its SMILES is CC1=N[C@]1(C#N)Cc1ccccc1. The calculation puts the relative energy (zero: lowest compared OMol25 entry of this formula, charge and spin) at 3.486 eV. Its frontier orbital gap is 9.98 eV. As for the strongest force on any atom: 0.0968 hartree/bohr.

So, what does the Löwdin scheme give us? The charges, in e, come out as: number 1, C, carries -0.013; number 2, C, carries -0.285; number 3, N, carries 0.256; number 4, C, carries -0.363; number 5, C, carries -0.182; number 6, N, carries 0.158; number 7, C, carries -0.095; number 8, C, carries -0.216; number 9, C, carries -0.030; number 10, C, carries -0.107; number 11, C, carries -0.084; number 12, C, carries -0.069; number 13, C, carries -0.054; number 14, H, carries 0.136; number 15, H, carries 0.078; number 16, H, carries 0.113; number 17, H, carries 0.121; number 18, H, carries 0.114; number 19, H, carries 0.091; number 20, H, carries 0.096; number 21, H, carries 0.127; number 22, H, carries 0.098; number 23, H, carries 0.111

***

2.
A molecular structure, C11H10N2 at a distorted geometry, computed with wB97M-V/def2-TZVPD.

Geometry as ORCA input:
```
! wB97M-V def2-TZVPD RIJCOSX def2/J DEFGRID3
* xyz 0 1
C 3.11 -1.76 0.37
C 2.40 -0.54 0.01
C 2.89 0.60 -0.22
C 1.93 1.74 -0.57
C 0.55 1.61 -0.47
C 0.11 0.28 -0.21
C -1.21 0.02 -0.02
C -2.00 0.70 0.87
C -3.48 0.35 0.92
C -3.99 -0.36 -0.12
C -1.96 -0.72 -1.06
H 4.03 -1.64 1.46
H 2.60 -2.65 0.31
H 3.95 -1.84 -0.51
H 3.82 0.92 -0.24
H 2.06 2.80 -0.77
H -0.09 2.19 -0.85
H -1.62 1.02 1.84
H -4.22 0.87 1.70
H -5.24 -0.64 0.05
H -1.29 -1.26 -1.46
N 0.95 -0.80 0.15
N -3.30 -0.91 -1.17
*
```

The calculation puts the LUMO energy at 0.000 hartree. The calculation puts the relative energy (zero: lowest compared OMol25 entry of this formula, charge and spin) at 6.790 eV. Its frontier orbital gap is 9.34 eV. As for the strongest force on any atom: 0.1864 hartree/bohr.

So, what does the Löwdin scheme give us? The charges, in e, come out as: number 1, C, carries -0.069; number 2, C, carries -0.389; number 3, C, carries -0.033; number 4, C, carries 0.042; number 5, C, carries -0.004; number 6, C, carries -0.259; number 7, C, carries -0.216; number 8, C, carries 0.013; number 9, C, carries -0.086; number 10, C, carries -0.227; number 11, C, carries -0.023; number 12, H, carries 0.195; number 13, H, carries 0.011; number 14, H, carries 0.112; number 15, H, carries 0.063; number 16, H, carries 0.100; number 17, H, carries 0.044; number 18, H, carries 0.112; number 19, H, carries 0.138; number 20, H, carries 0.164; number 21, H, carries 0.037; number 22, N, carries 0.196; number 23, N, carries 0.077

***

3.
A single C11H10N2O molecule at a distorted geometry, computed with wB97M-V/def2-TZVPD.

Geometry as ORCA input:
```
! wB97M-V def2-TZVPD RIJCOSX def2/J DEFGRID3
* xyz 0 1
C -1.33 0.59 -1.14
C -2.52 0.18 -0.67
O -3.60 -0.23 -1.34
C -4.53 -0.63 -0.44
C -4.28 -0.36 0.85
C -2.82 0.04 0.88
N -1.90 -0.76 1.65
C -0.83 -1.02 1.17
C 0.29 -1.35 0.58
C 0.28 -2.55 -0.15
N 0.17 -3.58 -0.73
C 1.53 -0.60 0.73
C 2.41 -0.56 -0.29
C 3.59 0.25 -0.25
H -0.66 1.06 -0.44
H -1.02 0.55 -2.23
H -5.25 -1.32 -0.87
H -4.80 -0.53 1.76
H -2.74 1.04 1.39
H 1.88 -0.08 1.57
H 2.10 -0.95 -1.22
H 4.60 -0.15 0.17
H 3.93 0.52 -1.29
H 3.47 1.11 0.35
*
```

The calculation puts the LUMO energy at 0.016 hartree. Its SMILES is C=C1OC=C[C@H]1N=C=C(C#N)/C=C/C. The calculation puts the relative energy (zero: lowest compared OMol25 entry of this formula, charge and spin) at 4.712 eV. Its frontier orbital gap is 9.03 eV. As for the strongest force on any atom: 0.0908 hartree/bohr.

So, what does the Löwdin scheme give us? The charges, in e, come out as: number 1, C, carries 0.085; number 2, C, carries -0.288; number 3, O, carries 0.035; number 4, C, carries -0.109; number 5, C, carries 0.002; number 6, C, carries -0.257; number 7, N, carries 0.188; number 8, C, carries -0.051; number 9, C, carries -0.257; number 10, C, carries -0.188; number 11, N, carries 0.157; number 12, C, carries -0.063; number 13, C, carries -0.165; number 14, C, carries -0.124; number 15, H, carries 0.069; number 16, H, carries 0.102; number 17, H, carries 0.137; number 18, H, carries 0.103; number 19, H, carries 0.163; number 20, H, carries 0.106; number 21, H, carries 0.096; number 22, H, carries 0.113; number 23, H, carries 0.092; number 24, H, carries 0.053

***

4.
2 unconnected molecules or ions with the total composition C11H10N2O2S at a distorted geometry, computed with wB97M-V/def2-TZVPD.

Geometry as ORCA input:
```
! wB97M-V def2-TZVPD RIJCOSX def2/J DEFGRID3
* xyz 0 1
C 1.09 0.01 1.37
C 0.49 1.26 1.38
C -0.87 1.57 1.37
C -1.96 0.70 1.37
C -1.96 -0.69 1.38
C -0.87 -1.55 1.37
C 0.49 -1.24 1.37
H 2.19 0.01 1.36
H 1.17 2.12 1.39
H -1.11 2.64 1.37
H -2.95 1.18 1.37
H -2.95 -1.16 1.38
H -1.11 -2.62 1.38
H 1.17 -2.10 1.37
C 3.07 -0.10 4.22
C 3.81 1.08 4.00
O 4.73 1.25 3.18
N 3.44 2.20 4.81
C 2.45 2.26 5.76
S 2.10 3.63 6.66
N 1.79 1.06 5.88
C 2.03 -0.15 5.17
O 1.31 -1.13 5.43
H 3.30 -0.98 3.64
H 3.97 3.06 4.67
H 1.04 1.04 6.57
*
```

The calculation puts the LUMO energy at -0.106 hartree. The calculation puts the relative energy (zero: lowest compared OMol25 entry of this formula, charge and spin) at 0.516 eV. Its frontier orbital gap is 4.17 eV. As for the strongest force on any atom: 0.0266 hartree/bohr.

So, what does the Löwdin scheme give us? The charges, in e, come out as: number 1, C, carries 0.008; number 2, C, carries 0.011; number 3, C, carries -0.005; number 4, C, carries -0.013; number 5, C, carries -0.013; number 6, C, carries -0.003; number 7, C, carries 0.010; number 8, H, carries 0.128; number 9, H, carries 0.138; number 10, H, carries 0.130; number 11, H, carries 0.128; number 12, H, carries 0.127; number 13, H, carries 0.130; number 14, H, carries 0.136; number 15, C, carries -0.012; number 16, C, carries -0.512; number 17, O, carries -0.026; number 18, N, carries 0.092; number 19, C, carries -0.878; number 20, S, carries 0.517; number 21, N, carries 0.092; number 22, C, carries -0.511; number 23, O, carries -0.031; number 24, H, carries 0.097; number 25, H, carries 0.130; number 26, H, carries 0.129

***

Among the records above, which one has the highest strongest force on any atom?
number 2